# 1
The following is a quantum chemistry calculation of 6 unconnected molecules or ions with the total composition C11H20Br6N6O5 at a distorted geometry, from the OMol25 dataset.

Each line ends with the Löwdin charge.
Atoms and positions in Å:
O  18.884  -6.331  18.486  0.0327
C  19.726  -6.295  19.568  -0.3049
C  19.526  -7.173  20.640  -0.0232
C  20.514  -7.253  21.602  -0.0421
C  21.522  -6.306  21.749  -0.3075
O  22.287  -6.262  22.895  0.0310
C  21.796  -5.504  20.618  -0.0209
C  20.880  -5.410  19.554  -0.0042
H  18.931  -5.452  18.104  0.0986
H  18.649  -7.803  20.610  0.1161
H  20.256  -7.960  22.377  0.1109
H  22.003  -6.837  23.609  0.1018
H  22.542  -4.722  20.603  0.1061
H  21.166  -4.856  18.672  0.1063
Br  24.380  -12.770  23.483  0.5456
C  22.837  -13.544  24.399  -1.5402
Br  23.054  -15.561  24.612  0.4794
Br  21.107  -13.028  23.682  0.5513
H  22.797  -13.108  25.397  -0.0392
Br  22.991  -3.399  27.575  0.4608
C  24.473  -2.614  26.382  -1.4946
Br  26.251  -3.406  26.577  0.5522
Br  24.465  -0.646  26.565  0.5190
H  24.056  -2.805  25.393  -0.0395
N  15.909  -4.747  13.493  0.1179
C  16.522  -3.575  13.709  -0.6990
N  15.797  -2.743  13.049  0.1456
O  17.550  -3.345  14.435  -0.0234
H  16.423  -5.605  13.629  0.1130
H  14.910  -4.766  13.346  0.1023
H  15.017  -3.151  12.554  0.1144
H  16.179  -1.810  12.980  0.1296
N  27.279  -6.163  21.766  0.1648
C  28.253  -6.832  21.350  -0.8123
N  27.757  -8.014  20.965  0.1403
O  29.381  -6.468  21.143  0.0538
H  27.538  -5.255  22.125  0.1341
H  26.417  -6.626  22.018  0.1203
H  26.881  -8.204  21.431  0.0869
H  28.115  -8.792  20.429  0.1133
N  19.661  -10.468  28.085  0.1526
C  20.690  -9.662  28.265  -0.7256
N  21.160  -9.682  29.513  0.1464
O  21.026  -8.766  27.461  -0.0124
H  19.006  -10.426  27.317  0.1182
H  19.355  -11.020  28.873  0.1013
H  20.973  -10.487  30.094  0.1050
H  21.882  -8.985  29.623  0.1175

The LUMO energy is -0.0214 Ha. The max |F| comes out at 7.882 eV/A. The value obtained for the gap between HOMO and LUMO is 7.36 eV.

# 2
The following is a quantum chemistry calculation of a molecular structure, C27H32Cl2I2NO2RuSb2, from the OMol25 dataset.

Each line ends with the Löwdin charge.
Atoms and positions in Å:
Ru  -0.922  1.215  -1.445  0.2923
C  -1.164  1.940  2.618  -0.2765
Sb  -1.520  0.623  1.001  1.3221
C  -3.646  0.738  0.974  -0.2684
C  -1.121  -1.373  1.693  -0.2743
C  -2.409  -2.140  1.711  -0.3231
C  -3.147  -2.204  2.889  -0.0419
C  -4.393  -2.813  2.924  -0.0492
C  -4.919  -3.363  1.766  -0.0495
C  -4.181  -3.317  0.591  -0.0335
C  -2.928  -2.713  0.549  -0.2903
C  -2.150  -2.747  -0.738  -0.2736
Sb  -2.184  -1.044  -2.022  1.3571
C  -4.204  -0.847  -2.606  -0.2577
C  -1.141  -1.819  -3.689  -0.2664
H  -2.050  1.890  3.250  0.0272
H  -1.030  2.962  2.272  0.0123
H  -0.290  1.610  3.171  -0.0083
H  -4.093  -0.189  1.328  0.0148
H  -3.985  0.958  -0.037  -0.0179
H  -3.963  1.544  1.636  0.0257
H  -0.667  -1.276  2.678  0.0726
H  -0.372  -1.790  1.021  0.0553
H  -2.735  -1.772  3.794  0.1245
H  -4.948  -2.860  3.852  0.1182
H  -5.887  -3.844  1.778  0.1175
H  -4.578  -3.783  -0.304  0.1206
H  -2.556  -3.521  -1.393  0.0789
H  -1.094  -2.983  -0.593  0.0757
H  -4.518  -1.756  -3.117  0.0322
H  -4.305  0.005  -3.275  0.0167
H  -4.813  -0.700  -1.716  0.0135
H  -1.616  -2.744  -4.011  0.0324
H  -0.113  -2.015  -3.395  0.0137
H  -1.159  -1.110  -4.515  -0.0019
I  -0.891  2.106  -4.053  1.0262
C  -1.320  4.030  -3.241  -0.9859
I  -2.062  3.729  -1.254  1.0044
H  -2.076  4.524  -3.839  -0.0092
H  -0.395  4.590  -3.173  -0.0042
Cl  6.500  3.072  0.594  0.7546
C  4.859  3.075  1.141  -0.5806
C  4.274  4.271  1.502  -0.0884
C  2.958  4.291  1.936  -0.0675
C  2.254  3.105  2.022  -0.1057
C  2.860  1.909  1.678  -0.5263
Cl  1.947  0.422  1.892  0.7846
C  4.173  1.847  1.211  -0.3159
N  4.829  0.682  0.866  0.0680
C  4.312  -0.491  0.263  -0.2489
C  4.741  -1.714  0.771  -0.0124
C  4.371  -2.906  0.178  -0.0579
C  3.552  -2.889  -0.944  -0.0685
C  3.122  -1.676  -1.449  -0.0448
C  3.486  -0.465  -0.858  -0.1728
C  3.015  0.833  -1.497  -0.0103
C  1.533  1.032  -1.393  -0.6136
O  0.956  2.097  -1.032  -0.1443
O  0.737  0.082  -1.745  -0.2210
H  4.854  5.181  1.438  0.1161
H  2.494  5.223  2.225  0.1141
H  1.241  3.095  2.392  0.0748
H  5.830  0.709  0.971  0.1100
H  5.376  -1.712  1.648  0.1255
H  4.728  -3.843  0.584  0.1147
H  3.279  -3.812  -1.439  0.1084
H  2.522  -1.655  -2.349  0.1069
H  3.224  0.779  -2.571  0.1523
H  3.518  1.716  -1.115  0.1269

Its expectation value of S² is 0.76. The LUMO energy (alpha / beta) is -0.2498 / -0.2886 Ha. As for the charge: +2. The max |F| comes out at 0.434 eV/A. The spin multiplicity is 2. The value obtained for the gap between HOMO and LUMO (alpha / beta) is 5.55 / 4.50 eV.

# 3
The following is a quantum chemistry calculation of a molecular structure, C3H6AgO3 at a distorted geometry, from the OMol25 dataset.

Each line ends with the Löwdin charge.
Atoms and positions in Å:
H  0.528  -2.284  0.461  0.0914
O  -0.337  0.158  1.253  0.0866
C  -0.853  0.008  0.159  -0.5708
O  -0.343  0.789  -0.795  -0.0343
Ag  2.423  0.202  0.628  0.9592
O  -1.101  -1.201  -0.305  -0.0023
C  -0.027  -2.132  -0.474  -0.0157
H  0.679  -1.717  -1.202  0.0931
H  -0.443  -3.077  -0.836  0.1166
C  -0.361  2.200  -0.506  -0.0255
H  -0.786  2.576  0.430  0.1099
H  0.701  2.460  -0.468  0.0819
H  -0.904  2.693  -1.320  0.1099

The LUMO energy is -0.2547 Ha. As for the charge: +1. The max |F| comes out at 6.819 eV/A. The value obtained for the gap between HOMO and LUMO is 7.71 eV.

# 4
The following is a quantum chemistry calculation of C3H5NO2S in the gas phase at a distorted geometry, from the OMol25 dataset.

Each line ends with the Löwdin charge.
Atoms and positions in Å:
C  -2.472  -0.492  0.023  -0.0352
O  -1.000  -0.606  0.055  -0.1696
C  -0.354  0.568  -0.056  -0.3969
N  0.889  0.666  -0.170  -0.2698
S  1.737  -0.824  -0.118  0.9678
C  3.252  0.079  0.063  -0.6232
O  4.317  -0.407  0.052  -0.0118
H  -2.798  -0.109  -0.899  0.0649
H  -2.774  -1.587  -0.022  0.1149
H  -2.844  0.020  0.921  0.0964
H  -1.053  1.469  0.045  0.1569
H  3.100  1.223  0.106  0.1056

The LUMO energy is 0.0248 Ha. The max |F| comes out at 3.286 eV/A. The value obtained for the gap between HOMO and LUMO is 9.75 eV.

# 5
The following is a quantum chemistry calculation of a molecular structure, C6H11NO at a distorted geometry, from the OMol25 dataset.

Each line ends with the Löwdin charge.
Atoms and positions in Å:
C  0.748  0.647  2.056  -0.0490
C  0.171  -0.632  1.475  -0.1980
C  -0.826  0.280  -0.130  -0.3209
C  -0.952  0.389  -1.650  -0.0815
C  0.619  0.201  -1.957  -0.2168
C  0.254  -0.690  -0.082  -0.3635
H  1.082  1.329  1.264  0.0809
H  -0.001  1.274  2.518  0.0802
H  1.616  0.526  2.620  0.0560
H  0.382  -1.648  1.851  0.1343
H  -1.892  0.113  1.664  0.0836
H  -0.591  1.289  0.310  0.1456
H  -1.335  1.449  -1.836  0.1115
H  -1.662  -0.341  -2.184  0.1316
H  0.660  -0.665  -2.615  0.1073
H  0.975  1.006  -2.634  0.1292
H  0.036  -1.735  -0.434  0.1844
N  -1.339  -0.477  1.063  0.0389
O  1.253  -0.054  -0.780  -0.0538

The LUMO energy is 0.0391 Ha. The max |F| comes out at 4.143 eV/A. The value obtained for the gap between HOMO and LUMO is 10.01 eV.

# 6
The following is a quantum chemistry calculation of a molecular structure, H15O8Pb at a distorted geometry, from the OMol25 dataset.

Each line ends with the Löwdin charge.
Atoms and positions in Å:
Pb  -0.114  -0.029  -0.154  1.5044
O  -0.314  -0.110  -2.526  -0.5142
H  -0.272  0.181  -3.431  -0.0833
O  0.323  2.305  0.309  -0.1136
H  1.079  2.654  0.789  0.0780
H  0.345  2.847  -0.460  0.0629
O  1.110  -2.220  -0.569  -0.1180
H  1.721  -2.820  -0.164  0.0587
H  1.082  -2.494  -1.498  0.0810
O  2.375  0.462  -1.148  -0.0905
H  2.687  0.484  -0.242  0.0052
H  3.140  0.192  -1.646  0.0662
O  -1.668  -1.822  0.105  -0.1171
H  -2.562  -1.826  -0.205  0.0672
H  -1.333  -2.679  0.344  0.0646
O  -1.372  0.643  2.068  -0.1281
H  -1.563  1.499  2.499  0.0835
H  -2.137  0.072  2.295  0.0794
O  -2.367  0.782  -0.591  -0.1269
H  -3.086  1.211  -0.150  0.0637
H  -2.338  1.225  -1.448  0.0683
O  1.508  -0.095  1.680  -0.1496
H  1.368  0.079  2.597  0.0579
H  2.388  -0.540  1.547  0.1003

The LUMO energy is -0.1116 Ha. As for the charge: +1. The max |F| comes out at 3.108 eV/A. The value obtained for the gap between HOMO and LUMO is 7.92 eV.